The following is a DFT calculation (ωB97M-V/def2-TZVPD) of a molecular structure, C27H42N5O5OsS.

Structure (ORCA input):
```
! wB97M-V def2-TZVPD RIJCOSX def2/J DEFGRID3
* xyz 3 1
Os 0.1693 -0.0273 0.6273
N -0.4089 1.6558 1.7325
C 0.7307 2.4580 2.2430
C 1.7191 1.4645 2.7959
N 1.9623 0.3813 1.7801
C 3.2166 0.5483 0.9849
C 2.8526 1.2862 -0.2724
N 1.6750 0.5602 -0.8116
H -1.0242 2.2410 1.1662
H -0.9732 1.3305 2.5191
H 0.4063 3.1620 3.0089
H 1.1370 3.0288 1.4097
H 1.3127 0.9858 3.6876
H 2.6618 1.9358 3.0687
H 2.0642 -0.4797 2.3160
H 3.5846 -0.4468 0.7352
H 3.9725 1.0573 1.5804
H 3.6684 1.2793 -0.9956
H 2.5711 2.3211 -0.0864
H 2.0044 -0.3231 -1.2180
H 1.2710 1.0817 -1.5885
O 0.1303 -1.3277 2.2293
C -1.1475 -1.5404 2.1241
O -1.6650 -0.7294 1.2498
C -1.8679 -2.5246 2.8442
C -1.2257 -3.2137 3.8844
C -1.8864 -4.1823 4.6197
C -3.1991 -4.4342 4.2663
O -4.0282 -5.3115 4.8137
C -5.2896 -5.2157 4.1184
O -5.1149 -4.2100 3.1093
C -3.8510 -3.7505 3.2238
C -3.2218 -2.7918 2.4985
H -0.1972 -2.9778 4.1204
H -1.4125 -4.7168 5.4297
H -6.0610 -4.9081 4.8210
H -5.5122 -6.1734 3.6536
H -3.7127 -2.2720 1.6884
C -3.2434 -2.7372 -3.4148
C -3.4291 -1.2390 -3.5733
N -2.4364 -0.4715 -2.7894
C -2.5112 0.0997 -1.6024
S -1.0991 1.0922 -1.1571
N -3.5406 0.1008 -0.7892
C -4.8840 -0.5053 -0.9156
C -5.6407 -0.2815 0.3788
H -3.9730 -3.2622 -4.0298
H -3.3783 -3.0545 -2.3798
H -2.2506 -3.0478 -3.7457
H -4.4276 -0.9185 -3.3019
H -3.2789 -0.9387 -4.6094
H -1.5509 -0.3279 -3.2495
H -3.3974 0.6204 0.0636
H -4.7771 -1.5677 -1.1343
H -5.4147 -0.0251 -1.7366
H -5.1041 -0.6958 1.2345
H -6.6108 -0.7711 0.3224
H -5.8172 0.7810 0.5497
C 6.1343 -2.1571 -3.2598
C 4.7153 -2.2076 -2.7912
C 4.4133 -2.4192 -1.4385
C 3.1160 -2.5016 -0.9788
C 2.8715 -2.9359 0.4440
C 2.0577 -2.3478 -1.9219
C 0.6774 -2.4132 -1.5057
O 0.1717 -1.8674 -0.5075
C 2.3423 -2.2083 -3.3025
C 1.2780 -2.1187 -4.3653
C 3.6660 -2.1113 -3.6993
H 6.8237 -1.9419 -2.4461
H 6.2659 -1.4156 -4.0468
H 6.4119 -3.1258 -3.6827
H 5.2298 -2.5820 -0.7441
H 3.8190 -3.1096 0.9507
H 2.3134 -3.8737 0.4661
H 2.2865 -2.2276 1.0268
H -0.0223 -2.9781 -2.1314
H 0.2614 -2.0668 -3.9792
H 1.3419 -2.9883 -5.0211
H 1.4397 -1.2405 -4.9910
H 3.8893 -1.9722 -4.7509
*
```

Summary:
energy above the lowest of the compared OMol25 structures with the same formula, charge and spin	1.074	eV
Kohn-Sham gap	0.2256	Ha

***

The following is a DFT calculation (ωB97M-V/def2-TZVPD) of a molecular structure, C27H43AsMgN3O3Te.

Structure (ORCA input):
```
! wB97M-V def2-TZVPD RIJCOSX def2/J DEFGRID3
* xyz 0 2
Mg -0.1443 -0.2761 -0.3826
N -0.5784 -0.7082 1.7440
N 0.5688 -1.4448 2.1322
C 1.7604 -1.2859 1.3522
O 2.8029 -1.5848 1.9018
O 1.5802 -0.8779 0.1526
H -0.6117 0.1925 2.2236
H -1.4020 -1.2359 2.0151
H 0.7711 -1.4138 3.1232
C -2.6365 -2.7641 -3.4148
C -1.9637 -3.6674 -2.3886
As -1.4976 -2.6941 -0.7619
C -3.2954 -2.3603 -0.0279
C -3.7531 -0.9209 -0.2382
C -0.9296 -4.1632 0.3963
C 0.4612 -4.6647 0.0312
H -2.7743 -3.2841 -4.3632
H -2.0444 -1.8666 -3.6017
H -3.6219 -2.4427 -3.0723
H -1.0374 -4.0841 -2.7905
H -2.6087 -4.5028 -2.1011
H -3.2633 -2.6095 1.0375
H -3.9922 -3.0638 -0.4921
H -3.0717 -0.2039 0.2310
H -4.7455 -0.7524 0.1850
H -3.7930 -0.6664 -1.2985
H -1.6765 -4.9603 0.3363
H -0.9283 -3.7754 1.4174
H 0.4932 -5.0568 -0.9870
H 0.7729 -5.4668 0.7005
H 1.2000 -3.8655 0.1049
C -1.5972 2.5473 -2.6164
C -0.9723 1.5394 -1.6926
O -0.7363 0.3613 -2.1679
N -0.6763 1.7531 -0.4416
Te -1.3350 3.5887 0.5708
C -1.2307 5.6337 1.4683
C -2.4488 6.2903 1.6688
C -3.8089 5.7687 1.2730
C -2.4429 7.5405 2.2938
C -1.2748 8.1580 2.6957
C -1.2875 9.5062 3.3578
C -0.0753 7.5013 2.4491
C -0.0310 6.2590 1.8350
C 1.3091 5.6333 1.5949
C -0.3237 2.7207 2.2185
C 1.0053 2.2857 2.1305
C 1.9137 2.4528 0.9435
C 1.5597 1.6224 3.2301
C 0.8436 1.3834 4.3899
C 1.4627 0.6601 5.5530
C -0.4704 1.8382 4.4522
C -1.0641 2.5089 3.3911
C -2.4825 2.9874 3.5368
H -1.5982 2.1558 -3.6299
H -1.0623 3.4964 -2.5914
H -2.6266 2.7381 -2.3046
H -3.7869 4.8026 0.7765
H -4.2955 6.4779 0.6016
H -4.4452 5.6716 2.1551
H -3.3918 8.0400 2.4593
H -2.3040 9.8789 3.4734
H -0.7249 10.2350 2.7725
H -0.8290 9.4615 4.3467
H 0.8576 7.9761 2.7349
H 2.0926 6.3904 1.6143
H 1.3460 5.1295 0.6302
H 1.5376 4.8926 2.3627
H 1.4118 2.8524 0.0683
H 2.3475 1.4924 0.6637
H 2.7415 3.1152 1.2059
H 2.5852 1.2772 3.1557
H 2.4499 0.2783 5.2978
H 0.8420 -0.1797 5.8707
H 1.5700 1.3240 6.4120
H -1.0502 1.6665 5.3524
H -2.8571 2.7647 4.5343
H -3.1429 2.5147 2.8064
H -2.5511 4.0656 3.3816
*
```

Summary:
energy above the lowest of the compared OMol25 structures with the same formula, charge and spin	0.000	eV
Kohn-Sham gap (spin up / spin down)	0.2872 / 0.2514	Ha
<S²>	0.760

***

The following is a DFT calculation (ωB97M-V/def2-TZVPD) of 6 unconnected molecules or ions with the total composition C27H43Br10N3O.

Structure (ORCA input):
```
! wB97M-V def2-TZVPD RIJCOSX def2/J DEFGRID3
* xyz 0 1
C -1.8375 -1.3129 0.0257
C -2.1979 -2.0045 -1.0735
C -3.0520 -1.3066 -2.1248
C -2.4289 0.0556 -2.4276
C -1.2643 0.1411 -3.1631
C -0.5575 -1.0757 -3.7135
C 0.6114 -1.6172 -2.8485
N 1.0687 -0.6893 -1.8090
C -0.7429 1.4397 -3.4321
C -1.3680 2.5754 -2.9985
O -0.9023 3.8289 -3.3043
C 0.4703 4.0670 -3.0386
C 0.8266 4.0357 -1.5346
C 2.2054 3.3972 -1.2464
C 2.0174 2.2046 -0.2924
C -2.5705 2.5068 -2.2396
N -3.1448 3.6715 -1.8234
C -4.2511 3.4707 -1.1610
C -4.8175 2.2029 -0.8919
N -4.2557 1.0822 -1.2559
C -3.0905 1.2286 -1.9571
H -1.9190 -1.7921 0.9982
H -1.3996 -0.3186 -0.0089
H -1.8655 -3.0319 -1.2174
H -4.0677 -1.1911 -1.7604
H -3.0971 -1.8860 -3.0512
H -1.2915 -1.8663 -3.8521
H -0.1620 -0.8228 -4.7006
H 0.3625 -2.5846 -2.4117
H 1.4546 -1.8236 -3.5242
H 1.6813 0.0160 -2.2062
H 1.6848 -1.2217 -1.1999
H 0.1730 1.5066 -4.0088
H 0.6566 5.0856 -3.3841
H 1.1454 3.4366 -3.6273
H 0.8625 5.0799 -1.2116
H 0.0494 3.5665 -0.9281
H 2.6655 3.0334 -2.1701
H 2.8772 4.1201 -0.7825
H 2.9421 1.6419 -0.1451
H 1.2206 1.5763 -0.6938
H 1.6720 2.5347 0.6917
H -4.7972 4.3360 -0.8216
H -5.7584 2.1633 -0.3506
Br -2.0934 -3.6052 2.8370
C -0.2985 -3.9466 3.5142
C 0.4722 -2.6739 3.7435
Br 1.1046 -1.8934 2.0784
H 0.1828 -4.6063 2.7982
H -0.4407 -4.4748 4.4553
H 1.3689 -2.8845 4.3230
H -0.1094 -1.9059 4.2434
Br -0.9924 -8.5201 0.7888
C -1.5819 -8.6987 2.6357
C -1.1206 -7.5379 3.4738
Br 0.7725 -7.6823 3.9116
H -1.2102 -9.6527 2.9949
H -2.6684 -8.7271 2.5890
H -1.6376 -7.5275 4.4311
H -1.2598 -6.5814 2.9790
Br -3.0894 5.0600 0.8613
C -3.8239 5.1558 2.6625
C -3.4287 6.4270 3.3676
Br -1.5842 6.3608 3.9819
H -3.4904 4.2641 3.1838
H -4.9040 5.1162 2.5319
H -4.0245 6.5669 4.2674
H -3.5188 7.3040 2.7349
Br 2.4205 -4.3919 -1.0418
C 3.4738 -5.9096 -0.4246
C 2.8388 -6.5701 0.7691
Br 3.1209 -5.5375 2.3932
H 4.4733 -5.5393 -0.2213
H 3.5062 -6.5976 -1.2668
H 3.2990 -7.5368 0.9628
H 1.7658 -6.6993 0.6608
Br 4.4084 6.4852 -0.7351
C 5.4822 6.1589 0.8552
C 6.4107 4.9886 0.6715
Br 5.4637 3.2953 0.8021
H 4.7894 6.0236 1.6795
H 6.0509 7.0738 1.0074
H 7.1524 4.9640 1.4670
H 6.9123 4.9962 -0.2907
*
```

Summary:
Kohn-Sham gap	0.2866	Ha
structure (SMILES)	C=CCc1c(CCN)cc(OCCCC)c2nccnc12.BrCCBr.BrCCBr.BrCCBr.BrCCBr.BrCCBr

***

The following is a DFT calculation (ωB97M-V/def2-TZVPD) of a molecular structure, C27H43Br2ClF4KMgN3O13.

Structure (ORCA input):
```
! wB97M-V def2-TZVPD RIJCOSX def2/J DEFGRID3
* xyz 0 1
C 4.9136 1.5805 1.4767
C 3.6289 2.3196 1.6659
Br 3.1071 2.1735 3.5672
C 2.5255 1.6608 0.8344
N 1.2020 2.1024 1.2634
C 0.8139 3.5070 1.1343
C -0.7114 3.3046 1.3032
N -0.8392 2.0807 0.4850
C 0.1624 1.3366 1.0335
N 0.0934 0.0382 1.3473
H 5.7281 2.3239 1.4170
H 5.1545 0.8854 2.2592
H 4.8675 1.0800 0.5248
H 3.7289 3.3620 1.3876
H 2.6547 0.5991 0.9675
H 2.7126 1.9013 -0.2079
H 0.9782 3.9595 0.1678
H 1.0831 4.0751 2.0075
H -1.3585 4.1212 1.0565
H -0.7867 2.9498 2.3274
H -1.7029 1.5619 0.6121
H -0.1804 -0.6324 0.6506
H 0.2484 -0.3100 2.2743
C -0.6771 0.6394 -3.9629
C -1.3545 1.1779 -2.9542
C -2.7533 1.6375 -3.1132
O -3.3511 2.1270 -2.1750
C -3.3789 1.4744 -4.4581
C -2.7021 0.9393 -5.4717
C -1.3019 0.4764 -5.3063
O -0.6843 -0.0180 -6.2248
H 0.3434 0.2983 -3.8633
H -0.9181 1.3065 -1.9729
H -4.3947 1.8138 -4.5627
H -3.1365 0.8129 -6.4552
C 2.4449 -1.7623 -2.6775
O 2.4345 -2.7082 -1.5949
C 1.7184 -2.3229 -0.4643
C 0.3318 -2.9531 -0.4372
O -0.4937 -2.5072 -1.4935
C -0.5147 -3.3925 -2.6028
H 2.7440 -2.3112 -3.5705
H 1.4518 -1.3356 -2.8487
H 3.2303 -0.9300 -2.4721
H 1.6538 -1.2256 -0.3933
H 2.2745 -2.6859 0.4120
H -0.1809 -2.6689 0.4976
H 0.4154 -4.0439 -0.4454
H -1.1901 -4.2324 -2.4016
H 0.4802 -3.7732 -2.8334
H -0.8836 -2.8381 -3.4639
C -4.7930 -2.9574 -2.6226
C -5.4221 -1.5897 -2.4087
C -6.7145 -1.6861 -1.5791
O -5.6987 -0.9893 -3.7015
H -5.4681 -3.6208 -3.1724
H -3.8831 -2.8654 -3.2128
H -4.5461 -3.4300 -1.6704
H -4.7230 -0.9354 -1.9018
H -7.4309 -2.3026 -2.1090
H -7.1816 -0.6802 -1.4266
H -6.5307 -2.1362 -0.6051
H -6.3198 -1.5598 -4.1710
Br 4.9008 -0.1828 -1.7741
Mg 6.7943 3.6210 0.8040
C 9.8361 -2.0151 -0.1298
C 9.2743 -2.9923 0.8808
O 7.9021 -2.6890 0.8734
C 7.5959 -2.1984 -0.3908
O 6.5144 -2.0801 -0.8274
O 8.7514 -1.8675 -1.0435
F 9.7755 -2.7716 2.1294
H 10.0643 -1.0515 0.3284
H 10.7221 -2.3884 -0.6369
H 9.4164 -4.0431 0.6216
Cl -5.9675 1.1268 -2.9179
C -1.4353 2.7366 5.7095
C -0.2097 1.9134 6.0478
O -0.3645 1.2238 7.2995
C -1.1388 0.1537 7.2719
O -1.7040 -0.2903 6.3167
C -1.1923 -0.4894 8.6707
F -1.4555 0.4230 9.6087
F -0.0176 -1.0578 8.9593
F -2.1318 -1.4224 8.7213
H -1.6613 3.4299 6.5190
H -1.2709 3.3034 4.7932
H -2.3113 2.1055 5.5710
H 0.6500 2.5670 6.1701
H 0.0336 1.2005 5.2600
C -8.3546 3.2165 -3.7945
O -8.7753 2.9026 -2.6768
O -8.5383 2.5360 -4.8465
O -7.6849 4.2594 -4.0263
K -8.9368 -1.4017 -3.1566
*
```

Summary:
Kohn-Sham gap	0.0907	Ha

***

The following is a DFT calculation (ωB97M-V/def2-TZVPD) of a molecular structure, C27H43BrO2PS2W.

Structure (ORCA input):
```
! wB97M-V def2-TZVPD RIJCOSX def2/J DEFGRID3
* xyz 0 4
W 0.5666 -0.3015 0.0484
C 0.4128 2.2309 -0.1755
C -0.7586 1.8900 -0.9067
C -0.3251 1.0439 -1.9892
C 1.1173 1.0052 -1.9483
C 1.5825 1.7379 -0.8274
C 3.0026 2.1178 -0.4829
C 3.2095 3.6026 -0.8148
C 3.2219 1.8859 1.0171
C 3.9989 1.2805 -1.2906
C -0.9955 0.3367 -3.1604
C -2.4424 -0.1040 -2.9335
C -0.2288 -0.9690 -3.4510
C -0.9355 1.2738 -4.3797
C -2.1247 2.3956 -0.4618
C -3.0151 1.2491 0.0458
C -1.9988 3.3637 0.7295
C -2.7784 3.1904 -1.6001
H 0.4520 2.8854 0.6803
H 1.7495 0.6602 -2.7491
H 2.4925 4.2183 -0.2752
H 3.0758 3.7654 -1.8826
H 4.2158 3.9072 -0.5350
H 2.6620 2.6094 1.6050
H 4.2745 1.9844 1.2654
H 2.8893 0.8812 1.2920
H 3.9014 1.4862 -2.3548
H 3.8350 0.2176 -1.1242
H 5.0152 1.5231 -0.9920
H -2.4887 -0.8060 -2.1025
H -2.7981 -0.6161 -3.8260
H -3.1100 0.7301 -2.7552
H -0.1279 -1.5416 -2.5220
H 0.7565 -0.7896 -3.8696
H -0.7854 -1.5721 -4.1646
H -1.3529 2.2479 -4.1351
H -1.5058 0.8517 -5.2039
H 0.0908 1.4187 -4.7082
H -2.4533 0.6572 0.7724
H -3.3608 0.5895 -0.7394
H -3.8883 1.6545 0.5539
H -1.6272 2.8453 1.6119
H -2.9868 3.7597 0.9651
H -1.3518 4.2074 0.5006
H -2.9378 2.5932 -2.4897
H -2.1321 4.0239 -1.8662
H -3.7395 3.5906 -1.2831
C -5.0335 -1.6560 2.5433
C -3.7308 -2.3526 2.2147
O -2.6632 -1.4191 2.4083
P -1.1605 -1.8874 2.0669
S -1.0070 -2.5004 0.1600
S 0.0049 -0.3486 2.6406
O -0.9410 -3.1822 2.9944
C -1.0019 -2.9709 4.4115
C 0.3509 -3.2093 5.0512
H -5.8498 -2.3695 2.4728
H -5.2097 -0.8393 1.8488
H -4.9974 -1.2532 3.5519
H -3.7158 -2.6969 1.1764
H -3.5715 -3.2158 2.8683
H -1.7475 -3.6677 4.8033
H -1.3270 -1.9414 4.6030
H 0.6536 -4.2476 4.9445
H 0.2867 -2.9583 6.1065
H 1.0946 -2.5753 4.5766
Br 5.9964 -4.4649 0.0653
C 4.4449 -3.3482 0.1094
C 3.7541 -3.1032 -1.0630
C 2.6475 -2.2759 -1.0176
C 2.2000 -1.6722 0.1635
C 2.9129 -1.9816 1.3267
C 4.0244 -2.8058 1.3094
H 4.0694 -3.5544 -1.9931
H 2.1003 -2.1063 -1.9386
H 2.5972 -1.5739 2.2816
H 4.5454 -3.0340 2.2265
*
```

Summary:
Kohn-Sham gap (spin up / spin down)	0.2855 / 0.3097	Ha
<S²>	3.783

***

The following is a DFT calculation (ωB97M-V/def2-TZVPD) of 3 unconnected molecules or ions with the total composition C27H43FN2O5P2S.

Structure (ORCA input):
```
! wB97M-V def2-TZVPD RIJCOSX def2/J DEFGRID3
* xyz 0 1
H -0.3651 -2.2532 -3.5845
N -0.4785 -1.7277 -2.7168
C -0.3185 -2.5108 -1.7319
C -0.0570 -4.0088 -1.9825
C -0.4257 -2.0700 -0.2841
C 0.0802 -0.6596 -0.0316
C -0.2715 0.0457 1.0418
C -1.2013 -0.5259 2.1035
C -1.0063 0.1055 3.4677
C -1.6417 1.2037 3.9124
C 0.2751 1.4706 1.1132
O 0.7480 1.9677 2.1095
C 0.2175 2.1752 -0.2429
C -0.1847 3.4769 -0.4122
C -0.5920 4.3677 0.7475
N -2.0119 4.7342 0.6767
C -2.8377 3.5416 0.9844
C -0.2328 3.9789 -1.7073
F -0.6206 5.2504 -1.8012
C 0.0798 3.2524 -2.8314
P -0.1160 4.1247 -4.4617
C -0.8209 2.9520 -5.7205
O -1.3310 5.2766 -4.3357
C 0.5188 1.9184 -2.6413
P 1.0151 0.8432 -4.0329
S 2.3352 1.7592 -5.1647
C 0.5674 1.4211 -1.3591
C 0.9789 -0.0103 -1.0523
O 1.9419 -0.5642 -1.5355
H 0.5896 -4.1804 -2.8441
H -1.0373 -4.4940 -2.0900
H 0.3641 -4.4417 -1.0657
H 0.0175 -2.7933 0.4106
H -1.4996 -2.0735 -0.0389
H -1.0443 -1.6070 2.2225
H -2.2508 -0.4165 1.7765
H -0.2440 -0.3544 4.1060
H -2.7289 1.2525 3.8129
H -1.0500 1.9861 4.3883
H -0.0252 5.3044 0.6346
H -0.3118 3.9444 1.7189
H -2.1841 5.4363 1.3864
H -2.9906 2.9843 0.0519
H -2.2753 2.8828 1.6678
H -3.7925 3.8617 1.4067
H -0.0535 2.6351 -6.4267
H -1.2561 2.0893 -5.1998
H -1.6501 3.4348 -6.2509
H -2.1278 4.7786 -4.0943
H 1.6038 -0.3555 -3.6201
H -0.0952 0.4705 -4.8232
C -0.4394 -2.1723 9.1043
C 0.2830 -1.1401 8.2545
O -0.5171 -0.5956 7.2210
C -1.6711 0.1138 7.6366
C -1.3583 1.3377 8.4808
H -0.9045 -2.9314 8.4734
H 0.2590 -2.6588 9.7862
H -1.2283 -1.7169 9.7057
H 1.1276 -1.6187 7.7571
H 0.6992 -0.3421 8.8793
H -2.3662 -0.5550 8.1567
H -2.1714 0.4342 6.7219
H -0.9563 1.0621 9.4575
H -2.2632 1.9230 8.6493
H -0.6177 1.9669 7.9849
C 3.8512 -2.2908 -4.5151
C 2.8410 -3.3738 -4.1753
O 1.6692 -3.3375 -4.9771
C 1.8608 -3.5375 -6.3679
C 2.4440 -4.8975 -6.7106
H 3.3689 -1.3138 -4.5353
H 4.6545 -2.2747 -3.7780
H 4.3039 -2.4503 -5.4954
H 2.5016 -3.2280 -3.1474
H 3.3032 -4.3665 -4.2151
H 2.4705 -2.7316 -6.7892
H 0.8724 -3.4496 -6.8211
H 3.4775 -4.9893 -6.3722
H 2.4348 -5.0518 -7.7902
H 1.8689 -5.6939 -6.2354
*
```

Summary:
energy above the lowest of the compared OMol25 structures with the same formula, charge and spin	0.000	eV
Kohn-Sham gap	0.2649	Ha
structure (SMILES)	[H]/N=C(\C)CC1=C(CC=C)C(=O)c2c(CNC)c(F)c(P(C)O)c([PH2]=S)c2C1=O.CCOCC.CCOCC

***

Respective DFT total energy values: -59648.5131; -112888.4570; -735637.1665; -245019.3764; -135621.4547; -74040.3716 eV.
Respective max |F| values: 0.28; 0.27; 1.96; 3.04; 2.10; 2.68 eV/Å.